Density functional theory data (wB97M-V/def2-TZVPD) for a structure of composition C19H45FeI2NOP3 at a distorted geometry.

## Properties
- frontier orbital gap (spin up / spin down) (eV) = 6.17 / 5.10
- LUMO energy (spin up / spin down) (eV) = -7.7 / -9.4
- energy relative to the best compared isomer or geometry (same formula, charge and spin) (kJ/mol) = 8.5
- largest force on an atom (Eh/bohr) = 0.068

ORCA input file:
```
! RIJCOSX wB97M-V def2-TZVPD def2/J DEFGRID3
* xyz 2 6
I 3.840 -2.854 -1.010
I 0.004 -2.658 -2.959
Fe 1.482 -1.757 -1.027
P 2.475 -0.470 -2.710
C 2.503 1.172 -1.932
C 4.206 -0.594 -3.331
H 4.355 0.176 -4.099
H 2.193 0.627 -4.851
H 4.396 -1.580 -3.766
H 1.570 -1.057 -4.895
H 3.304 1.187 -1.174
H 4.904 -0.427 -2.506
C 1.628 -0.137 -4.301
H 2.701 1.917 -2.717
H 0.614 0.220 -4.104
H 1.532 1.362 -1.450
P 1.082 -4.096 -0.166
C 0.532 -3.999 1.573
C -0.197 -5.217 -0.873
H 2.920 -5.500 -0.970
H 2.032 -6.297 0.365
H 3.184 -4.968 0.706
C 2.436 -5.348 0.002
H 0.012 -5.403 -1.932
H -0.169 -6.166 -0.320
H 0.566 -4.997 2.030
H -0.488 -3.597 1.608
H -1.185 -4.759 -0.781
H 1.204 -3.306 2.094
C 0.867 -0.622 0.605
O 1.416 -0.898 1.676
C -2.172 -0.945 1.840
C -1.743 0.490 2.236
C -2.952 1.250 2.762
C -0.720 0.364 3.385
P -0.998 1.345 0.785
N 0.007 0.177 0.074
C -2.264 1.679 -0.528
C -3.012 2.987 -0.191
C -1.621 1.858 -1.899
C -3.254 0.503 -0.649
C 0.065 2.799 1.217
C 0.378 3.661 -0.017
C -0.653 3.667 2.267
C 1.431 2.355 1.770
H -2.239 -1.534 2.759
H -1.450 -1.456 1.192
H -3.150 -0.976 1.356
H -3.286 0.722 3.667
H -2.713 2.275 3.069
H -3.799 1.281 2.069
H 0.174 -0.195 3.086
H -0.429 1.328 3.814
H -1.225 -0.228 4.158
H -2.365 3.872 -0.293
H -3.816 3.075 -0.937
H -3.480 2.998 0.804
H -1.075 0.962 -2.238
H -2.458 2.021 -2.606
H -0.960 2.729 -1.985
H -2.730 -0.437 -0.886
H -3.892 0.379 0.238
H -3.914 0.749 -1.495
H -0.491 4.131 -0.490
H 1.042 4.486 0.300
H 0.935 3.101 -0.780
H -0.041 4.564 2.450
H -1.645 4.011 1.949
H -0.755 3.170 3.234
H 1.345 1.736 2.669
H 2.026 1.820 1.013
H 1.984 3.272 2.043
*
```



Density functional theory data (wB97M-V/def2-TZVPD) for a cluster of 2 separate species, C6H6N2O2 in total at a distorted geometry.

## Properties
- frontier orbital gap (eV) = 9.45
- LUMO energy (eV) = 0.2
- energy relative to the best compared isomer or geometry (same formula, charge and spin) (kJ/mol) = 273.2
- largest force on an atom (Eh/bohr) = 0.072
- SMILES string = O=c1cc[nH]c(=O)[nH]1.C#C

ORCA input file:
```
! RIJCOSX wB97M-V def2-TZVPD def2/J DEFGRID3
* xyz 0 1
O -2.739 0.235 0.435
C -1.590 0.178 -0.042
C -1.049 -1.042 -0.789
C 0.229 -0.963 -1.304
N 1.096 0.018 -0.988
C 0.782 1.079 -0.208
O 1.556 1.896 0.199
N -0.618 1.172 0.175
H -1.750 -1.924 -0.947
H 0.734 -1.783 -1.912
H 2.098 0.044 -1.388
H -0.877 1.893 0.781
C 1.424 -1.509 0.796
C 0.818 -1.217 1.794
H 1.982 -1.765 -0.070
H 0.252 -1.013 2.664
*
```